(1)
The following is a DFT calculation (wB97M-V/def2-TZVPD) of one molecule with the formula C14H27NO2.

The HOMO energy is -9.10 eV. Its SMILES is CCCCOCCCNC(=O)C1CCCCC1.

```
! RIJCOSX wB97M-V def2-TZVPD def2/J DEFGRID3
* xyz 0 1
C 3.7785 -3.2298 -1.0896
C 2.6128 -3.1175 -0.1144
C 2.2438 -1.6575 0.1473
C 1.0846 -1.4764 1.1410
O -0.1665 -1.2279 0.5385
C -0.7785 -2.3395 -0.0876
C -2.2323 -2.0028 -0.4178
C -2.3563 -0.9679 -1.5394
N -1.8120 0.3059 -1.1404
C -2.5860 1.3863 -0.9006
O -3.7601 1.4449 -1.2083
C -1.8558 2.5394 -0.2210
C -1.6649 2.2035 1.2662
C -0.7064 3.2086 1.8960
C 0.7082 3.0604 1.3170
C 0.6883 2.4119 -0.0705
C -0.5100 2.8941 -0.8845
H 4.6544 -2.7178 -0.6973
H 4.0367 -4.2726 -1.2573
H 3.5213 -2.7817 -2.0470
H 1.7544 -3.6584 -0.5167
H 2.8868 -3.5898 0.8321
H 1.9738 -1.1691 -0.7920
H 3.1238 -1.1444 0.5398
H 1.2596 -0.5925 1.7606
H 1.0137 -2.3524 1.8019
H -0.7421 -3.2045 0.5916
H -0.2426 -2.6026 -1.0109
H -2.7387 -2.9203 -0.7195
H -2.7166 -1.6157 0.4798
H -1.8308 -1.3249 -2.4331
H -3.4074 -0.8022 -1.7880
H -0.8996 0.2600 -0.7126
H -2.5265 3.4011 -0.2931
H -1.2692 1.1929 1.3849
H -2.6333 2.2404 1.7682
H -0.6811 3.0735 2.9786
H -1.0846 4.2141 1.7015
H 1.3231 2.4508 1.9826
H 1.1767 4.0445 1.2557
H 0.6587 1.3270 0.0359
H 1.6109 2.6576 -0.6011
H -0.4707 2.4724 -1.8910
H -0.4377 3.9789 -0.9856
*
```



(2)
The following is a DFT calculation (wB97M-V/def2-TZVPD) of C14H28Br2Cl2CoGeN7O4Se as an isolated structure.

Its expectation value of S² is 3.757. The HOMO energy (alpha / beta) is -11.32 / -11.62 eV.

```
! RIJCOSX wB97M-V def2-TZVPD def2/J DEFGRID3
* xyz 1 4
Co -0.1023 -1.1320 0.4560
N -1.6084 -2.4478 1.9632
N -2.4675 -3.2625 1.2161
C -2.3903 -3.2200 -0.1284
N -2.9763 -4.1698 -0.8390
N -1.7116 -2.1772 -0.6063
N -1.2688 -2.1778 -1.8961
O -0.3431 -1.3874 -2.0793
O -1.7762 -2.8425 -2.7866
H -0.9077 -3.0196 2.4239
H -2.1330 -1.9292 2.6560
H -2.8591 -4.0814 1.6518
H -3.3369 -5.0014 -0.4047
H -2.8832 -4.1248 -1.8410
Br -2.0346 0.2410 4.1788
C -0.1342 0.5613 4.1359
Br 0.8710 -0.8119 3.2017
H 0.2172 0.5698 5.1567
H 0.0356 1.5076 3.6409
Cl -0.0106 -5.8450 1.6346
C 1.5298 -5.1408 1.0542
Cl 1.8656 -5.6301 -0.6124
C 1.4542 -3.6073 1.1598
O 2.2399 -3.0556 1.9217
O 0.5222 -3.0796 0.4650
H 2.3153 -5.5223 1.6869
N 5.6419 0.9885 -0.6521
C 4.3692 0.5849 -0.4474
C 3.9014 -0.6439 -0.9335
C 2.5999 -1.0077 -0.7058
N 1.7215 -0.2452 -0.0279
C 2.1713 0.9308 0.4394
C 3.4496 1.3857 0.2562
H 6.3017 0.3893 -1.1134
H 5.9771 1.8553 -0.2753
H 4.5569 -1.3090 -1.4826
H 2.2191 -1.9493 -1.0823
H 1.4621 1.5404 0.9866
H 3.7466 2.3479 0.6558
C -1.4812 4.2182 -3.2991
Ge -0.9837 3.7662 -1.4699
C -2.2984 4.4698 -0.2014
C 0.7951 4.4259 -0.9949
C -0.8794 1.7834 -1.3002
Se -1.2842 1.1202 0.4880
C -3.1698 0.7753 0.2193
H -1.5290 5.3048 -3.3929
H -2.4628 3.8083 -3.5410
H -0.7532 3.8407 -4.0182
H -2.0663 5.5138 0.0200
H -2.2743 3.9107 0.7348
H -3.3097 4.4301 -0.6129
H 0.8381 5.5086 -1.1281
H 1.5675 3.9677 -1.6153
H 1.0056 4.2049 0.0551
H 0.1344 1.4520 -1.5219
H -1.5475 1.2670 -1.9906
H -3.6510 1.7009 -0.0857
H -3.5856 0.4419 1.1672
H -3.2899 0.0088 -0.5397
*
```



(3)
The following is a DFT calculation (wB97M-V/def2-TZVPD) of C14H28ClILuNOP2 as an isolated structure in a non-equilibrium geometry.

The HOMO energy is -13.43 eV.

```
! RIJCOSX wB97M-V def2-TZVPD def2/J DEFGRID3
* xyz 2 1
C -0.9617 -0.9189 -6.6234
C -1.5226 -1.6185 -5.5213
H -1.3508 -1.3524 -7.5793
H 0.1643 -1.0091 -6.5919
H -1.2417 0.1741 -6.5570
O -2.0345 -2.2411 -4.6972
I 0.6419 0.9438 -3.5840
Lu 0.0782 0.1387 -1.0457
P -2.0422 1.9639 -0.3432
C -3.3897 1.5006 0.8210
C -1.6332 3.6910 0.1232
H -2.4184 4.3895 -0.2115
H -3.5764 3.2911 -1.6615
H -0.6903 3.9718 -0.3678
H -2.2932 2.5440 -2.6674
H -3.0197 1.4322 1.8477
H -1.4848 3.8080 1.2065
C -2.9993 2.3784 -1.8493
H -4.2252 2.2134 0.7979
H -3.6655 1.5509 -2.1037
H -3.7738 0.5146 0.5352
P 2.2133 -1.6710 -0.4058
C 2.0280 -3.1683 0.6500
C 2.7183 -2.4369 -1.9914
H 3.9730 -0.0102 -0.3497
H 4.6659 -1.6555 -0.2679
H 3.9332 -0.8895 1.1820
C 3.8478 -1.0094 0.0920
H 2.7456 -1.6552 -2.7564
H 3.7098 -2.8899 -1.8790
H 2.8662 -3.8630 0.5295
H 1.1090 -3.6874 0.3672
H 1.9813 -3.1933 -2.2759
H 1.9517 -2.9044 1.7060
Cl 1.4152 1.6905 0.2195
N -0.5250 -0.8036 1.5518
C -0.0234 -0.2315 2.7833
C -0.6855 0.8734 3.3380
C -0.3088 1.3056 4.6200
C 0.7458 0.6839 5.3064
C 1.3653 -0.4300 4.7431
C 1.0338 -0.8802 3.4550
H -1.5419 -0.7547 1.5114
H -0.3506 -1.8091 1.5183
H -1.4674 1.4103 2.7743
H -0.7963 2.1662 5.0591
H 1.0665 1.0713 6.3078
H 2.1629 -0.9297 5.2998
H 1.6050 -1.6939 2.9842
*
```



(4)
The following is a DFT calculation (wB97M-V/def2-TZVPD) of a 2-piece molecular cluster, C14H28ClN4O5 overall in a non-equilibrium geometry.

The HOMO energy is -12.01 eV.

```
! RIJCOSX wB97M-V def2-TZVPD def2/J DEFGRID3
* xyz 1 1
C 2.4441 3.9305 -0.3944
C 0.8201 4.1764 -0.2073
C -0.1164 3.3594 -1.2762
Cl -1.8385 4.1309 -1.1667
C -0.2784 1.7488 -0.9565
C -1.0391 1.3443 0.4383
C -2.1229 0.1183 0.3086
C -3.4781 0.4852 -0.5490
N -3.7299 -0.4701 -1.7243
C 1.1279 0.8466 -0.9584
N 0.8193 -0.4879 -1.6005
C 2.0489 -1.1659 -2.2184
C 3.1845 -1.2216 -0.9957
O 4.2138 -0.3595 -1.0366
O 3.0647 -2.1541 0.1546
C -0.3341 -0.2110 -2.5876
N -0.8310 -1.0952 -3.5464
N -0.8332 1.2182 -2.2881
H 2.5964 3.5158 -1.4973
H 2.7202 3.0140 0.3152
H 3.1035 4.8660 -0.1474
H 0.4852 4.0446 0.9288
H 0.6489 5.3358 -0.4346
H 0.3283 3.5811 -2.3592
H -1.4809 2.3102 0.9834
H -0.1883 0.9527 1.1782
H -2.4972 -0.1271 1.4153
H -1.6057 -0.8710 -0.0817
H -4.4425 0.3889 0.1469
H -3.4060 1.5657 -1.0347
H -3.2193 -0.1640 -2.5816
H -3.4673 -1.4515 -1.4808
H 1.9103 1.3469 -1.7043
H 1.7069 0.8985 0.0571
H 2.5304 -0.5122 -3.0744
H 1.7629 -2.2500 -2.5607
H 3.6559 -1.7833 0.8931
H -0.3286 -2.0133 -3.6400
H -1.6468 -0.8925 -4.1709
H -0.5785 1.7608 -3.1441
C 0.4489 -1.9630 1.6196
O -0.0288 -1.9297 2.9630
C -0.1406 -3.1498 3.5463
O 0.1268 -4.2210 3.0249
O -0.6015 -2.9715 4.8100
C -0.7694 -4.1796 5.5494
H 0.4988 -0.9340 1.2531
H 1.4551 -2.3923 1.5783
H -0.2393 -2.5237 0.9789
H 0.1882 -4.6975 5.6651
H -1.5063 -4.8289 5.0658
H -1.1413 -3.9183 6.5439
*
```



(5)
The following is a DFT calculation (wB97M-V/def2-TZVPD) of C14H28F6KNO10S2 as an isolated structure in a non-equilibrium geometry.

The HOMO energy is -8.33 eV.

```
! RIJCOSX wB97M-V def2-TZVPD def2/J DEFGRID3
* xyz 0 1
K -17.6567 -2.8144 -3.6596
C -17.0559 1.9311 -6.2316
F -17.4976 3.1940 -6.2010
F -17.6095 1.2479 -5.2764
F -17.2886 1.3055 -7.3870
S -15.1428 1.8771 -5.9311
O -14.5497 1.5011 -7.2148
O -14.7971 3.2532 -5.5014
N -14.8662 0.5983 -4.6792
S -13.5083 1.0406 -4.1703
O -12.4242 0.8505 -5.1169
O -13.3832 2.1442 -3.2785
C -13.1714 -0.5109 -2.9916
F -11.9436 -0.3928 -2.4331
F -13.9775 -0.3166 -1.9282
F -13.3431 -1.6634 -3.6845
C -16.3770 -4.1241 2.3842
O -17.0696 -3.0824 1.9102
C -18.4518 -3.2247 1.9270
C -19.0353 -1.8091 1.9972
O -18.8356 -1.0992 0.7366
C -18.1381 0.1543 0.8279
C -19.1111 1.1553 1.2923
O -20.1737 1.1124 0.3359
C -21.0408 2.2719 0.4270
H -16.2252 -4.8594 1.5940
H -16.7462 -4.5956 3.2950
H -15.3706 -3.8044 2.6542
H -18.6304 -3.7922 2.8403
H -18.9474 -3.7944 1.1409
H -18.5182 -1.3083 2.8157
H -20.1046 -1.9252 2.1734
H -17.7252 0.3498 -0.1617
H -17.3479 0.1101 1.5773
H -18.6072 2.1188 1.2166
H -19.5138 1.0284 2.2972
H -20.5713 2.9935 -0.2416
H -20.9612 2.7271 1.4142
H -22.0529 2.0288 0.1035
C -22.2760 -2.1167 -4.6247
O -21.5149 -3.2658 -4.9161
C -21.7096 -3.6331 -6.2398
C -20.4841 -4.2337 -6.9280
O -19.8505 -5.2502 -6.1592
C -20.5086 -6.5044 -6.1222
C -19.6413 -7.6416 -5.4381
O -19.1995 -7.0612 -4.1950
C -18.2356 -7.8602 -3.4032
H -22.0357 -1.1275 -5.0144
H -22.4560 -1.8315 -3.5882
H -23.3029 -2.3611 -4.8963
H -21.9857 -2.7933 -6.8775
H -22.5410 -4.3374 -6.2111
H -19.7717 -3.4498 -7.1852
H -20.8999 -4.6396 -7.8502
H -20.7518 -6.8063 -7.1409
H -21.3809 -6.1914 -5.5484
H -18.8056 -8.0660 -5.9946
H -20.3015 -8.4942 -5.2789
H -18.2392 -8.8828 -3.7806
H -18.6476 -7.7463 -2.4005
H -17.2317 -7.4834 -3.5989
*
```



(6)
The following is a DFT calculation (wB97M-V/def2-TZVPD) of C14H28IO5PPd as an isolated structure in a non-equilibrium geometry.

The HOMO energy is -8.13 eV.

```
! RIJCOSX wB97M-V def2-TZVPD def2/J DEFGRID3
* xyz 0 1
Pd 0.0464 -1.3093 0.3817
O -2.2819 -5.4009 0.1021
C -1.6015 -4.2473 0.2316
O -1.3345 -3.5345 -0.6930
C -1.2117 -4.0612 1.6819
O -0.6176 -2.8182 1.9825
C -1.4963 -1.9318 2.7119
C -2.4856 -1.1576 1.8221
O -3.5321 -0.8075 2.3508
O -2.0936 -0.8953 0.6316
H -2.4868 -5.5010 -0.8373
H -0.5001 -4.8553 1.9196
H -2.1039 -4.2226 2.2904
H -0.8352 -1.2092 3.1938
H -2.0270 -2.4845 3.4857
I 2.1203 -3.4378 -0.4530
C 1.9483 -1.6402 0.6643
H 2.7467 -0.9965 0.3401
H 2.0307 -1.9051 1.7201
C 2.9399 0.4520 -1.6148
C 1.6609 1.2821 -1.6117
C 2.0240 2.7683 -1.5627
P 0.3354 0.7707 -0.4106
C -1.2291 1.0854 -1.3436
C -1.5360 -0.0690 -2.3002
C -1.2719 2.3995 -2.1296
C 0.2884 1.8315 1.0979
C 1.5876 1.7089 1.8957
C -0.1532 3.2891 0.9747
H 3.5596 0.7619 -2.4587
H 2.7435 -0.6135 -1.7169
H 3.5240 0.6244 -0.7080
H 1.1651 1.0936 -2.5707
H 2.5458 3.0174 -0.6370
H 1.1636 3.4257 -1.6585
H 2.7036 2.9919 -2.3881
H -1.9932 1.0857 -0.5634
H -0.8003 -0.1149 -3.1092
H -2.5139 0.1021 -2.7551
H -1.5679 -1.0328 -1.8015
H -0.5767 2.3786 -2.9715
H -1.0529 3.2811 -1.5310
H -2.2726 2.5274 -2.5470
H -0.4983 1.3121 1.6576
H 2.4094 2.2442 1.4142
H 1.8903 0.6701 2.0276
H 1.4504 2.1482 2.8854
H 0.5572 3.8999 0.4193
H -0.2333 3.7117 1.9788
H -1.1341 3.3824 0.5116
*
```



(7)
The following is a DFT calculation (wB97M-V/def2-TZVPD) of a 7-piece molecular cluster, C14H28N2O22S4 overall in a non-equilibrium geometry.

The HOMO energy is -10.83 eV. Its SMILES is C[N+](=O)[O-].C[N+](=O)[O-].O=S1(=O)OCCO1.O=S1(=O)OCCO1.O=S1(=O)OCCO1.O=S1(=O)OCCO1.O=C1CCCO1.

```
! RIJCOSX wB97M-V def2-TZVPD def2/J DEFGRID3
* xyz 0 1
C 1.2907 0.1199 -0.0471
N 1.6128 -0.9324 -0.9824
O 1.5942 -0.5555 -2.1534
O 1.8383 -2.0543 -0.5777
H 0.7412 0.9291 -0.5281
H 2.1662 0.5618 0.4287
H 0.6170 -0.1310 0.7722
C 2.3587 3.3915 -2.7296
N 3.1081 3.7317 -1.5547
O 3.8258 4.7305 -1.6275
O 2.7802 3.3012 -0.5441
H 2.7028 4.0032 -3.5636
H 1.2798 3.3548 -2.5785
H 2.7562 2.3929 -2.9108
O 4.6239 -7.6326 -2.6048
S 4.7749 -6.2802 -3.0341
O 5.7967 -5.9190 -4.0223
O 3.2927 -5.6246 -3.3732
C 2.7020 -5.0315 -2.2163
C 3.7583 -4.8139 -1.1730
O 4.9706 -5.3263 -1.6909
H 2.3841 -4.0929 -2.6702
H 1.8600 -5.4785 -1.6877
H 3.5772 -5.4246 -0.2885
H 3.9338 -3.7920 -0.8368
O -5.3918 0.2248 -3.7110
S -4.1226 0.4515 -4.3991
O -4.0348 1.0473 -5.7556
O -3.0688 1.3061 -3.4527
C -2.4493 0.4554 -2.4520
C -2.7267 -0.9810 -2.9552
O -3.2878 -0.9736 -4.2533
H -1.3815 0.6673 -2.5067
H -2.6738 0.6493 -1.4031
H -3.2498 -1.5689 -2.2010
H -1.7044 -1.3532 -3.0221
O -1.4871 -1.5597 -0.0289
S -1.7223 -2.9054 0.4912
O -0.5958 -3.8417 0.7868
O -2.5618 -2.6457 1.9030
C -3.9167 -2.6013 1.6464
C -4.1607 -3.6556 0.5094
O -2.9793 -3.7012 -0.2661
H -4.5123 -2.8600 2.5220
H -4.0756 -1.5567 1.3789
H -5.0059 -3.2528 -0.0486
H -4.3520 -4.6319 0.9548
O -1.1018 2.2034 6.4208
S -0.6043 0.9280 5.9883
O 0.1967 0.1435 6.9707
O -1.9373 0.0973 5.3550
C -2.1399 0.3332 4.0397
C -1.0778 1.2799 3.5234
O 0.0259 0.9932 4.4592
H -2.2898 -0.5976 3.4926
H -3.0896 0.8681 4.0390
H -1.3068 2.3405 3.6266
H -0.7077 1.0254 2.5302
O -0.4314 2.9743 0.6898
C 0.2835 3.9333 1.0506
C 1.2636 4.1024 2.1453
C 1.6877 5.5891 2.0420
C 0.9831 6.1706 0.8136
O 0.2275 5.0426 0.2956
H 0.8482 3.8028 3.1075
H 2.0701 3.4201 1.8767
H 1.3877 6.1240 2.9431
H 2.7683 5.6772 1.9299
H 0.3174 7.0007 1.0500
H 1.7418 6.4076 0.0677
*
```



(8)
The following is a DFT calculation (wB97M-V/def2-TZVPD) of a 2-piece molecular cluster, C14H28N2O5 overall in a non-equilibrium geometry.

The HOMO energy is -6.58 eV.

```
! RIJCOSX wB97M-V def2-TZVPD def2/J DEFGRID3
* xyz 0 1
C -1.7768 2.1637 0.2324
C -1.5213 3.3665 -0.7076
C -2.3725 4.5840 -0.3688
O -3.6526 4.5530 -0.9802
N -4.2942 3.3743 -0.5050
C -5.0713 3.6303 0.8215
O -4.5157 3.0926 1.7765
O -6.0453 4.3302 0.6803
C -5.0006 2.8001 -1.5378
O -5.3918 3.2977 -2.5650
O -5.2014 1.4694 -1.2385
H -2.1884 1.3376 -0.3517
H -0.8746 1.8479 0.7651
H -2.5715 2.4265 0.9329
H -0.4685 3.6679 -0.6513
H -1.7074 3.1100 -1.7533
H -1.9223 5.5061 -0.7427
H -2.4703 4.6805 0.7190
H -6.0691 1.2412 -1.5948
C 4.9477 -3.8346 0.7345
C 4.7296 -2.3219 0.7190
C 3.3810 -1.8320 1.2279
N 2.1672 -1.8790 0.2915
C 1.7835 -0.4509 -0.0511
C 0.4709 -0.3420 -0.7953
C -0.6575 -1.0432 -0.0513
C -0.2942 -2.4813 0.3053
C 1.0275 -2.5288 1.0481
C 2.4267 -2.6360 -0.9626
H 4.4065 -4.3601 -0.0505
H 6.0035 -4.0589 0.5912
H 4.6485 -4.2578 1.6947
H 4.9672 -1.8988 -0.2582
H 5.4548 -1.8777 1.4040
H 3.4749 -0.7890 1.5191
H 3.1055 -2.3901 2.1207
H 1.7102 0.0745 0.9011
H 2.6175 -0.0365 -0.6183
H 0.2300 0.7161 -0.9030
H 0.5566 -0.7289 -1.8138
H -1.5615 -1.0263 -0.6573
H -0.8897 -0.4875 0.8604
H -0.2637 -3.1119 -0.5864
H -1.0562 -2.9161 0.9523
H 1.3466 -3.5496 1.2590
H 0.9488 -1.9832 1.9891
H 2.5684 -3.6844 -0.7234
H 3.2970 -2.2253 -1.4621
H 1.5687 -2.5386 -1.6158
*
```



(9)
The following is a DFT calculation (wB97M-V/def2-TZVPD) of an isolated ion of composition C14H28N2O5P and charge +1 in a non-equilibrium geometry.

The HOMO energy is -12.76 eV. Its SMILES is CCOCCOn1cc[nH+]c1CCCP(=O)(OCC)OCC.

```
! RIJCOSX wB97M-V def2-TZVPD def2/J DEFGRID3
* xyz 1 1
C 3.2541 -3.2911 1.6198
C 2.1016 -2.8605 0.6625
O 0.8581 -3.2616 1.2488
C -0.1412 -3.4384 0.2579
C -1.4678 -2.7647 0.6835
O -1.4455 -1.4349 0.1113
N -2.6775 -0.8587 0.0858
C -3.8870 -1.3322 -0.3725
C -4.8291 -0.3639 -0.1572
N -4.1142 0.6501 0.4644
C -2.8207 0.3778 0.5821
C -1.7234 1.2448 1.1477
C -1.8055 2.6874 0.5652
C -1.4013 2.8059 -0.9339
P 0.4497 2.8782 -1.1355
O 0.7636 4.1693 -1.7478
O 0.8427 1.6892 -2.1774
C 1.0858 0.4094 -1.5730
C 1.2775 -0.6524 -2.6771
O 1.0367 2.6448 0.3496
C 2.3549 3.1962 0.5687
C 3.4668 2.1286 0.7307
H 3.4686 -2.4931 2.3404
H 2.9206 -4.2240 2.0966
H 4.1281 -3.5392 1.0010
H 2.0902 -1.7604 0.5316
H 2.3041 -3.3501 -0.3055
H -0.3060 -4.4967 -0.0084
H 0.1885 -2.9065 -0.6542
H -1.5484 -2.7410 1.7828
H -2.2759 -3.3964 0.2803
H -4.0415 -2.3120 -0.8153
H -5.8861 -0.3761 -0.3942
H -4.4955 1.5302 0.7945
H -1.7613 1.2886 2.2490
H -0.7338 0.8429 0.8890
H -2.8630 3.0185 0.6373
H -1.2510 3.3991 1.1927
H -1.7964 3.7758 -1.2749
H -1.8561 2.0409 -1.5843
H 0.2566 0.0520 -0.9363
H 2.0395 0.4390 -1.0172
H 2.0907 -0.3805 -3.3678
H 1.5701 -1.6233 -2.2402
H 0.3490 -0.8079 -3.2475
H 2.6825 3.9269 -0.1831
H 2.3047 3.7491 1.5220
H 3.0558 1.2245 1.2034
H 3.9789 1.9445 -0.2236
H 4.2086 2.5521 1.4283
*
```